[1]
ORCA calculation (the ωB97M-V functional and the def2-TZVPD basis) on a cluster of 9 separate species, C32H75BrNO8 in total in a non-equilibrium geometry.

Calculated values
Kohn-Sham gap (eV): 7.63
LUMO level (eV): -4.05
Energy (a.u.): -4494.703628
Highest occupied orbital energy (eV): -11.69

ORCA input file:
```
! wB97M-V def2-TZVPD RIJCOSX def2/J DEFGRID3
* xyz 1 1
C 1.00 0.79 -4.51
C 1.32 -0.62 -3.97
Br 1.03 -1.87 -5.46
C 2.79 -0.83 -3.48
C 3.28 0.47 -2.83
C 4.34 1.20 -3.33
C 4.69 2.39 -2.68
C 3.96 2.79 -1.55
C 2.92 2.02 -1.10
N 2.60 0.88 -1.74
H -0.01 0.79 -4.94
H 1.68 1.00 -5.35
H 1.00 1.58 -3.74
H 0.65 -0.85 -3.13
H 3.48 -1.14 -4.27
H 2.84 -1.58 -2.67
H 4.82 0.80 -4.23
H 5.52 2.98 -3.08
H 4.21 3.72 -1.04
H 2.30 2.29 -0.24
H 1.81 0.33 -1.42
C 6.73 -2.25 -3.03
C 6.98 -2.64 -4.48
C 8.47 -2.72 -4.78
O 6.37 -1.68 -5.34
H 7.15 -1.26 -2.81
H 5.65 -2.18 -2.83
H 7.16 -2.97 -2.34
H 6.51 -3.60 -4.68
H 8.95 -1.76 -4.62
H 8.63 -3.00 -5.82
H 8.96 -3.47 -4.14
H 6.78 -0.82 -5.17
C -1.31 0.98 3.08
C -0.30 0.32 2.15
C 1.10 0.87 2.37
O -0.68 0.54 0.78
H -1.35 2.06 2.89
H -2.30 0.58 2.90
H -1.05 0.81 4.12
H -0.30 -0.76 2.32
H 1.13 1.94 2.16
H 1.80 0.39 1.68
H 1.44 0.71 3.39
H -0.68 1.49 0.63
C -1.57 4.74 1.34
C -0.06 4.90 1.33
C 0.34 6.37 1.35
O 0.48 4.28 0.15
H -2.01 5.21 0.46
H -1.84 3.68 1.31
H -2.01 5.19 2.23
H 0.38 4.39 2.19
H -0.05 6.89 0.47
H 1.42 6.48 1.33
H -0.04 6.87 2.24
H 0.11 4.72 -0.62
C -4.88 -0.37 4.25
C -5.31 1.00 4.78
C -6.82 1.15 4.76
O -4.72 2.03 3.98
H -5.21 -0.50 3.22
H -3.80 -0.46 4.26
H -5.31 -1.17 4.85
H -4.94 1.13 5.80
H -7.21 1.07 3.74
H -7.11 2.13 5.14
H -7.30 0.39 5.38
H -5.04 1.92 3.08
C -4.94 8.44 -1.16
C -3.95 7.38 -1.60
C -4.63 6.26 -2.37
O -3.28 6.84 -0.46
H -5.69 8.01 -0.50
H -4.44 9.23 -0.61
H -5.45 8.88 -2.02
H -3.18 7.83 -2.23
H -5.37 5.76 -1.74
H -3.91 5.50 -2.67
H -5.13 6.64 -3.26
H -3.95 6.43 0.11
C 2.45 -4.18 3.94
C 2.02 -2.82 4.46
C 0.51 -2.69 4.47
O 2.60 -1.79 3.66
H 2.12 -4.32 2.90
H 3.54 -4.26 3.93
H 2.05 -4.99 4.54
H 2.41 -2.68 5.48
H 0.11 -2.78 3.45
H 0.21 -1.70 4.84
H 0.04 -3.45 5.09
H 2.27 -1.90 2.76
C 1.65 -5.58 -2.40
C 2.71 -6.20 -3.31
C 4.07 -5.56 -3.10
O 2.32 -6.06 -4.67
H 1.54 -4.51 -2.62
H 0.68 -6.05 -2.57
H 1.92 -5.69 -1.35
H 2.77 -7.27 -3.11
H 4.03 -4.49 -3.34
H 4.81 -6.01 -3.76
H 4.40 -5.67 -2.06
H 2.25 -5.11 -4.85
C -6.47 -4.97 3.04
C -5.68 -3.86 2.37
C -5.67 -4.01 0.86
O -4.33 -3.87 2.86
H -6.02 -5.95 2.81
H -6.45 -4.86 4.12
H -7.50 -4.98 2.70
H -6.11 -2.89 2.64
H -5.20 -4.95 0.57
H -5.09 -3.20 0.40
H -6.68 -3.98 0.45
H -3.94 -4.72 2.63
*
```

***

[2]
ORCA calculation (the ωB97M-V functional and the def2-TZVPD basis) on the molecule C5H10N2O in a non-equilibrium geometry.

Calculated values
Kohn-Sham gap (eV): 9.12
LUMO level (eV): 0.81
Energy above the lowest of the compared OMol25 structures with the same formula, charge and spin (kcal per mole): 42.9
Energy (a.u.): -381.217094
Highest occupied orbital energy (eV): -8.31

ORCA input file:
```
! wB97M-V def2-TZVPD RIJCOSX def2/J DEFGRID3
* xyz 0 1
H 2.91 1.58 0.71
N 1.98 1.18 0.85
C 1.58 0.50 -0.13
O 2.26 0.46 -1.37
C 0.47 -0.47 -0.12
C 0.62 -1.72 -0.57
N -0.71 0.22 0.09
C -0.90 1.12 1.21
C -1.94 -0.44 -0.32
H 1.97 -0.24 -1.97
H -0.21 -2.39 -0.72
H 1.59 -2.07 -0.88
H 0.05 1.54 1.51
H -1.56 1.94 0.91
H -1.34 0.60 2.06
H -1.84 -0.79 -1.34
H -2.18 -1.29 0.34
H -2.76 0.27 -0.25
*
```

***

[3]
ORCA calculation (the ωB97M-V functional and the def2-TZVPD basis) on the molecule C2H2O2 in a non-equilibrium geometry.

Calculated values
Kohn-Sham gap (eV): 8.64
LUMO level (eV): -0.42
Energy above the lowest of the compared OMol25 structures with the same formula, charge and spin (kcal per mole): 48.1
Energy (a.u.): -227.771070
Highest occupied orbital energy (eV): -9.06

ORCA input file:
```
! wB97M-V def2-TZVPD RIJCOSX def2/J DEFGRID3
* xyz 0 1
C 1.69 0.05 -0.05
C 0.30 -0.43 -0.01
O 2.83 0.18 0.02
O 0.32 -1.72 0.00
H -0.21 0.06 -0.76
H -0.08 0.26 0.89
*
```

***

[4]
ORCA calculation (the ωB97M-V functional and the def2-TZVPD basis) on the molecule C4H10NO3P in a non-equilibrium geometry.

Calculated values
Kohn-Sham gap (eV): 10.13
LUMO level (eV): 0.03
Energy above the lowest of the compared OMol25 structures with the same formula, charge and spin (kcal per mole): 79.7
Energy (a.u.): -780.146784
Highest occupied orbital energy (eV): -10.09

ORCA input file:
```
! wB97M-V def2-TZVPD RIJCOSX def2/J DEFGRID3
* xyz 0 1
C -0.75 2.01 -0.57
C -0.53 0.52 -0.81
N -1.76 -0.36 -0.89
O -1.43 -1.57 -1.08
O -2.84 0.12 -0.62
P 0.15 -0.51 0.61
C 0.78 -2.11 0.08
C 1.58 0.42 1.17
O -0.98 -0.58 1.62
H -1.22 2.21 0.40
H -1.50 2.38 -1.36
H 0.20 2.60 -0.63
H -0.05 0.38 -1.85
H 1.77 -2.26 0.49
H 0.23 -2.98 0.49
H 0.83 -2.09 -1.04
H 1.39 1.41 1.70
H 1.91 -0.21 1.98
H 2.24 0.61 0.31
*
```

***

[5]
ORCA calculation (the ωB97M-V functional and the def2-TZVPD basis) on a structure of composition C24H16N10O5RuS3 in a non-equilibrium geometry.

Calculated values
Kohn-Sham gap (alpha / beta) (eV): 6.03 / 6.19
LUMO level (alpha / beta) (eV): 1.27 / 1.27
Energy above the lowest of the compared OMol25 structures with the same formula, charge and spin (kcal per mole): 0.0
Expectation value of S²: 0.7600
Energy (a.u.): -3137.569726
Highest occupied orbital energy (alpha / beta) (eV): -4.76 / -4.93

ORCA input file:
```
! wB97M-V def2-TZVPD RIJCOSX def2/J DEFGRID3
* xyz -1 2
Ru -0.78 2.04 -2.73
C 3.30 -1.61 -2.15
N 1.99 -1.01 -2.20
C 1.65 0.26 -2.01
N 0.34 0.36 -1.93
C -0.08 -0.92 -2.15
N 0.89 -1.79 -2.28
C 3.53 -2.40 -0.88
C 4.60 -3.27 -0.79
C 4.81 -4.02 0.37
C 3.93 -3.92 1.43
C 2.85 -3.06 1.34
C 2.66 -2.29 0.20
C 1.86 -3.00 2.42
N 1.80 -3.70 3.49
N 0.64 -3.31 4.15
C 0.10 -2.40 3.42
O 0.82 -2.14 2.30
C -1.14 -1.66 3.66
C -2.00 -2.08 4.67
C -3.17 -1.38 4.90
C -3.49 -0.27 4.13
C -2.63 0.16 3.13
C -2.92 1.43 2.37
N -2.76 1.32 0.94
C -1.72 1.69 0.19
N -1.99 1.46 -1.07
C -3.25 0.96 -1.06
N -3.75 0.84 0.15
C -1.46 -0.55 2.89
H 4.03 -0.80 -2.24
H 3.41 -2.26 -3.02
H 2.35 1.07 -1.94
H -1.12 -1.19 -2.22
H 5.28 -3.38 -1.63
H 5.65 -4.69 0.42
H 4.06 -4.52 2.33
H 1.80 -1.63 0.14
H -1.74 -2.95 5.26
H -3.85 -1.71 5.68
H -4.41 0.27 4.32
H -2.25 2.22 2.70
H -3.94 1.77 2.56
H -0.81 2.14 0.56
H -3.78 0.68 -1.96
H -0.78 -0.24 2.10
S -2.23 3.71 -3.06
C -1.47 5.11 -2.33
C -2.17 6.35 -2.47
N -2.74 7.34 -2.58
C -0.33 5.02 -1.62
S 0.49 3.51 -1.39
C 0.25 6.17 -0.99
N 0.73 7.07 -0.46
O -0.39 1.04 -6.50
S -0.18 0.98 -5.09
O 0.17 2.37 -4.50
O -1.49 0.79 -4.30
O 0.85 0.03 -4.67
*
```

***

[6]
ORCA calculation (the ωB97M-V functional and the def2-TZVPD basis) on a structure of composition C24H72As3F18N7O9 in a non-equilibrium geometry.

Calculated values
Kohn-Sham gap (alpha / beta) (eV): 3.41 / 7.19
LUMO level (alpha / beta) (eV): -2.70 / -2.78
Expectation value of S²: 0.7513
Energy (a.u.): -10522.781153
Highest occupied orbital energy (alpha / beta) (eV): -6.10 / -9.97

ORCA input file:
```
! wB97M-V def2-TZVPD RIJCOSX def2/J DEFGRID3
* xyz 1 2
C -0.84 -2.59 -2.70
C 0.29 -3.05 -3.65
C 0.47 -4.62 -3.78
O 1.59 -5.01 -4.59
C 1.44 -6.34 -5.16
N -0.06 -2.48 -5.01
H 0.58 -2.85 -5.70
H -1.02 -2.59 -5.28
H 0.09 -1.48 -4.96
H -0.49 -2.64 -1.67
H -1.71 -3.23 -2.82
H -1.28 -1.59 -2.76
H 1.30 -2.68 -3.43
H -0.48 -4.99 -4.16
H 0.31 -5.09 -2.81
H 2.44 -6.61 -5.50
H 0.66 -6.35 -5.92
H 1.08 -6.98 -4.35
C -7.19 1.12 -1.63
C -5.91 1.51 -0.91
C -6.05 1.40 0.64
O -4.76 1.76 1.26
C -4.34 3.10 1.32
N -4.74 0.53 -1.17
H -4.56 0.49 -2.17
H -4.00 0.82 -0.55
H -4.98 -0.43 -0.98
H -7.69 0.20 -1.31
H -7.07 0.92 -2.70
H -7.98 1.85 -1.44
H -5.41 2.44 -1.18
H -6.43 0.42 0.92
H -6.82 2.13 0.90
H -3.92 3.36 0.35
H -3.47 3.15 1.97
H -4.96 3.96 1.59
C -2.55 -4.63 0.77
C -2.17 -3.47 1.71
C -3.03 -3.45 2.94
O -2.66 -2.42 3.81
C -3.76 -1.95 4.58
N -0.64 -3.47 1.92
H -0.15 -3.20 1.08
H -0.50 -2.75 2.62
H -0.27 -4.31 2.33
H -2.13 -4.60 -0.24
H -3.61 -4.57 0.53
H -2.38 -5.65 1.13
H -2.31 -2.52 1.20
H -3.09 -4.39 3.49
H -4.05 -3.28 2.57
H -3.30 -1.39 5.39
H -4.44 -2.69 5.00
H -4.36 -1.26 3.98
C 5.46 -1.40 0.48
C 4.51 -0.52 1.34
C 4.72 0.94 1.15
O 6.06 1.25 1.48
C 6.43 2.59 1.47
N 3.08 -0.81 0.92
H 2.98 -0.42 0.00
H 3.00 -1.81 0.81
H 2.38 -0.30 1.44
H 5.41 -0.99 -0.52
H 5.26 -2.47 0.51
H 6.50 -1.32 0.81
H 4.62 -0.68 2.41
H 4.05 1.48 1.81
H 4.57 1.31 0.13
H 7.45 2.67 1.86
H 5.85 3.22 2.14
H 6.48 3.03 0.47
C 0.42 3.68 -2.09
C 0.36 3.34 -3.61
C 1.78 3.30 -4.29
O 1.68 2.83 -5.61
C 1.04 3.68 -6.55
N -0.34 1.92 -3.77
H -1.27 2.04 -3.37
H -0.44 1.75 -4.76
H 0.08 1.10 -3.36
H 0.66 4.74 -1.99
H 1.28 3.16 -1.65
H -0.49 3.49 -1.52
H -0.33 3.98 -4.17
H 2.34 2.52 -3.77
H 2.34 4.24 -4.22
H 0.00 3.98 -6.43
H 1.09 3.13 -7.49
H 1.65 4.57 -6.74
C -1.87 1.69 3.90
C -0.62 2.43 4.23
C -0.42 2.61 5.72
O 0.92 3.11 6.01
C 1.28 3.01 7.39
N 0.57 1.64 3.73
H 1.40 2.20 3.82
H 0.64 0.74 4.17
H 0.50 1.48 2.74
H -2.73 2.14 4.39
H -1.79 0.63 4.13
H -2.09 1.84 2.84
H -0.67 3.43 3.80
H -0.60 1.60 6.10
H -1.17 3.26 6.18
H 2.33 3.24 7.58
H 1.09 2.00 7.74
H 0.76 3.71 8.04
N 2.95 -0.44 -3.18
O 3.15 -0.51 -1.99
O 1.88 -0.05 -3.62
O 3.92 -0.59 -3.98
As 2.75 -4.68 -0.31
F 2.13 -3.29 -1.26
F 1.10 -5.04 0.34
F 3.28 -6.07 0.70
F 4.35 -4.33 -0.89
F 2.93 -3.58 1.16
F 2.55 -5.80 -1.64
As 2.40 4.63 1.77
F 1.16 3.74 0.87
F 2.74 3.22 2.85
F 3.66 5.68 2.63
F 2.00 6.03 0.77
F 1.12 5.10 2.90
F 3.68 4.06 0.65
As -0.65 0.06 0.14
F -0.20 0.47 -1.55
F 0.66 0.96 0.83
F -1.12 -0.34 1.77
F -2.01 -0.92 -0.48
F 0.46 -1.39 0.14
F -1.76 1.50 0.09
*
```

***

[7]
ORCA calculation (the ωB97M-V functional and the def2-TZVPD basis) on the molecule C4H8N2S in a non-equilibrium geometry.

Calculated values
Kohn-Sham gap (eV): 8.52
LUMO level (eV): -0.06
Energy above the lowest of the compared OMol25 structures with the same formula, charge and spin (kcal per mole): 32.4
Energy (a.u.): -664.881120
Highest occupied orbital energy (eV): -8.59

ORCA input file:
```
! wB97M-V def2-TZVPD RIJCOSX def2/J DEFGRID3
* xyz 0 1
C -0.95 1.50 -0.56
C -0.62 0.56 0.60
C -1.48 -0.69 0.68
S -2.78 -1.05 -0.20
N 0.81 0.23 0.63
C 1.20 -0.69 -0.17
N 2.52 -1.00 -0.32
H -0.86 0.99 -1.52
H -1.98 1.86 -0.47
H -0.30 2.36 -0.54
H -0.84 1.09 1.51
H -1.14 -1.36 1.43
H 0.52 -1.26 -0.82
H 2.79 -1.92 -0.65
H 3.12 -0.62 0.39
*
```

***

[8]
ORCA calculation (the ωB97M-V functional and the def2-TZVPD basis) on the ion C5H12BrN2 with charge +1 in a non-equilibrium geometry.

Calculated values
Kohn-Sham gap (eV): 9.48
LUMO level (eV): -4.59
Energy above the lowest of the compared OMol25 structures with the same formula, charge and spin (kcal per mole): 68.7
Energy (a.u.): -2880.904511
Highest occupied orbital energy (eV): -14.07

ORCA input file:
```
! wB97M-V def2-TZVPD RIJCOSX def2/J DEFGRID3
* xyz 1 1
C 1.30 0.79 -0.90
C 0.06 0.62 -0.04
C -0.19 1.91 0.76
C 0.36 -0.56 1.05
N -0.22 -1.76 0.34
C -0.76 -1.27 -1.11
N -1.02 0.03 -0.85
Br -2.85 0.08 0.08
H 1.20 1.16 -2.01
H 1.94 -0.19 -0.84
H 1.87 1.57 -0.27
H 0.39 2.69 0.27
H -0.02 1.81 1.81
H -1.25 2.09 0.60
H 1.43 -0.50 1.28
H -0.14 -0.52 1.96
H 0.31 -2.66 0.21
H -1.05 -2.09 0.87
H -1.57 -1.83 -1.43
H 0.18 -1.36 -1.78
*
```

***

Q: What is the energy in the second record?
A: -381.217094 a.u.

***

Q: Among the records above, which one has the highest energy?
A: C2H2O2

***

Q: Which of these has the lowest energy?
A: C24H72As3F18N7O9

***

Q: Look up the energy of the fifth one.
A: -3137.569726 a.u.